(1)
{"formula": "C4H7NO2", "method": "ωB97M-V/def2-TZVPD", "elements": ["O", "C", "C", "N", "C", "O", "C", "H", "H", "H", "H", "H", "H", "H"], "positions_angstrom": [[-0.9405, -0.5635, 1.4909], [-0.9680, -0.0418, 0.1717], [-0.2455, -0.9280, -0.8424], [1.1574, -1.0617, -0.4499], [1.6828, -0.0414, 0.0915], [1.1352, 1.1564, 0.3849], [-0.2633, 1.3086, 0.1013], [-0.2387, -1.2225, 1.5815], [-2.0280, 0.0862, -0.0659], [-0.2759, -0.4769, -1.8443], [-0.7172, -1.9116, -0.9376], [2.7249, -0.0633, 0.4037], [-0.3546, 1.7346, -0.9059], [-0.6687, 2.0250, 0.8206]], "nbo_charge": [-0.718, 0.047, -0.281, -0.509, 0.401, -0.494, -0.092, 0.479, 0.190, 0.204, 0.210, 0.177, 0.181, 0.205], "charge": 0, "gap_ev": 10.74, "fmax_ev_per_a": 0.38, "lumo_ha": 0.0303, "e_homo_ev": -9.91, "mol_weight_g_mol": 101.1, "relative_energy_kcal_mol": 34.2, "smiles": "O[C@@H]1CN=COC1"}


(2)
{"formula": "C4H7NO2", "method": "ωB97M-V/def2-TZVPD", "elements": ["O", "N", "C", "C", "O", "C", "C", "H", "H", "H", "H", "H", "H", "H"], "positions_angstrom": [[1.8408, 1.4714, 0.2483], [1.4886, 0.5855, -0.8497], [0.3267, -0.0561, -0.3403], [-0.5860, 0.3246, 0.5395], [-0.6763, 1.3370, 1.4259], [-1.3997, -0.9288, 0.3773], [-0.2770, -1.3843, -0.6171], [2.5553, 2.0419, -0.0636], [0.7111, 1.0031, -1.4528], [0.1655, 1.8167, 1.3360], [-1.4794, -1.5618, 1.2617], [-2.3878, -0.7813, -0.0642], [0.3711, -2.1723, -0.2254], [-0.5839, -1.6245, -1.6409]], "nbo_charge": [-0.623, -0.308, -0.040, 0.276, -0.671, -0.411, -0.387, 0.482, 0.365, 0.503, 0.207, 0.205, 0.206, 0.197], "charge": 0, "gap_ev": 8.75, "fmax_ev_per_a": 2.89, "lumo_ha": 0.0254, "e_homo_ev": -8.06, "mol_weight_g_mol": 101.1, "relative_energy_kcal_mol": 110.7, "smiles": "ONC1=C(O)CC1"}


(3)
{"formula": "C4H7NO2", "method": "ωB97M-V/def2-TZVPD", "elements": ["C", "C", "C", "N", "C", "O", "O", "H", "H", "H", "H", "H", "H", "H"], "positions_angstrom": [[1.1092, 0.7612, -1.0387], [-0.3177, 0.6604, -0.4923], [-0.6858, -0.9815, -0.3032], [-0.3051, -1.2483, 1.0699], [-0.1300, 0.1935, 1.8126], [0.2797, 0.4760, 2.9009], [-0.4114, 1.2224, 0.7928], [1.7446, 0.1235, -0.4121], [1.5507, 1.7663, -1.0370], [1.1373, 0.3765, -2.0643], [-1.1027, 1.0032, -1.1743], [-0.0382, -1.4303, -1.0651], [-1.7523, -1.1877, -0.5255], [-1.0714, -1.7054, 1.5631]], "nbo_charge": [-0.647, 0.102, -0.246, -0.670, 0.892, -0.525, -0.524, 0.215, 0.228, 0.214, 0.190, 0.195, 0.189, 0.386], "charge": 0, "gap_ev": 11.11, "fmax_ev_per_a": 3.41, "lumo_ha": 0.0302, "e_homo_ev": -10.29, "mol_weight_g_mol": 101.1, "relative_energy_kcal_mol": 34.9, "smiles": "C[C@H]1CNC(=O)O1"}